# C31H64BrN5O2P

A cluster of 3 separate species, C31H64BrN5O2P in total in a non-equilibrium geometry (ωB97M-V/def2-TZVPD, OMol25).

```
104
Properties=species:S:1:pos:R:3
C -1.4068 0.7262 4.5602
C -2.0779 -0.6049 5.1318
C -3.2687 -1.2035 4.1821
Br -4.9648 -0.7288 5.0438
C -3.0493 -0.8852 2.6646
C -3.9052 -0.0825 1.6774
N -5.1570 0.4961 2.1214
C -6.2244 -0.1747 1.6755
C -6.6391 -1.6424 2.2144
C -7.2523 0.4286 0.5879
C -3.4644 0.1440 0.2123
P -4.4578 1.1930 -1.0689
N -3.2592 1.8593 -2.2155
O -5.1204 2.5854 -0.3138
N -2.2672 -0.4386 -0.2443
N -1.5685 -1.1595 0.6163
C -0.3048 -1.7880 0.0222
C -0.1010 -1.3095 -1.5133
C 1.3821 -1.8345 -1.9624
N 2.4098 -0.7408 -1.7654
C -1.7466 -1.4671 1.9936
C -0.6970 -2.3899 2.7797
C 0.6398 -1.6239 3.2280
C 1.9014 -2.6220 3.4337
C 2.4698 -3.2358 2.0691
C 1.9560 -4.7096 1.7164
O 1.5936 -5.5150 2.8630
C 0.3254 -6.1570 2.6058
H -2.2172 1.5156 4.4694
H -0.5932 1.0291 5.3190
H -0.8584 0.5578 3.5785
H -1.3105 -1.4294 5.3688
H -2.5578 -0.3498 6.1437
H -3.1548 -2.3456 4.2968
H -5.7865 -2.3887 2.1228
H -7.0020 -1.5043 3.2968
H -7.5684 -2.0040 1.6386
H -7.2078 1.5589 0.5174
H -7.0356 -0.1209 -0.3876
H -8.3389 0.1646 0.8686
H -2.3206 1.4759 -1.9788
H -3.1538 2.8755 -2.0148
H -4.4869 2.8705 0.3920
H -0.3432 -2.9254 0.0582
H 0.5853 -1.3426 0.5823
H -0.9143 -1.7367 -2.1809
H -0.0267 -0.1646 -1.5674
H 1.4060 -2.1012 -3.0692
H 1.6997 -2.7735 -1.3956
H 2.4469 -0.4794 -0.7724
H 2.1220 0.1065 -2.2892
H -0.3973 -3.3229 2.1851
H -1.1790 -2.7868 3.7467
H 0.9091 -0.7272 2.5583
H 0.4417 -1.1925 4.2775
H 2.7439 -1.9777 3.8788
H 1.6306 -3.3845 4.2310
H 2.1462 -2.5507 1.2084
H 3.6115 -3.1742 2.1183
H 1.0543 -4.6367 1.0032
H 2.7935 -5.2668 1.1625
H -0.5682 -5.4330 2.5911
H 0.3206 -6.6798 1.5838
H 0.1403 -6.8862 3.4690
C 5.3565 4.6948 2.3348
C 4.3396 3.7150 2.9051
C 4.4547 2.3092 2.3136
C 4.2005 2.2077 0.8074
C 2.8394 2.7222 0.3382
C 1.6665 1.9460 0.9209
H 5.2135 4.8478 1.2631
H 5.2566 5.6673 2.8235
H 6.3768 4.3386 2.5004
H 3.3288 4.1097 2.7620
H 4.4918 3.6476 3.9878
H 3.7614 1.6475 2.8456
H 5.4576 1.9190 2.5199
H 4.3040 1.1577 0.5093
H 4.9831 2.7510 0.2683
H 2.7965 2.6436 -0.7543
H 2.7269 3.7853 0.5715
H 1.7363 0.8833 0.6672
H 0.7236 2.3277 0.5205
H 1.6227 2.0373 2.0095
C 0.0621 2.2348 -4.4523
C 0.6211 1.0023 -5.1438
C 1.9563 1.2524 -5.8464
C 1.9169 2.2732 -6.9863
C 0.9321 1.9578 -8.1126
C 1.2467 0.6611 -8.8466
H -0.1634 3.0324 -5.1624
H -0.8674 1.9841 -3.9325
H 0.7674 2.6224 -3.7108
H -0.1144 0.6087 -5.8516
H 0.7665 0.2223 -4.3863
H 2.3366 0.2978 -6.2254
H 2.6889 1.5926 -5.1050
H 2.9238 2.3567 -7.4098
H 1.6786 3.2627 -6.5814
H 0.9594 2.7792 -8.8370
H -0.0933 1.9230 -7.7303
H 2.2538 0.6869 -9.2721
H 0.5392 0.5077 -9.6644
H 1.1760 -0.2053 -8.1839
```

The HOMO energy comes out at -0.42181 hartree. As for the total charge: +1. The value obtained for the lowest unoccupied orbital energy is -3.86 eV. The total energy is -124048.8806 eV. The value obtained for the gap between HOMO and LUMO is 0.2798 Ha.

Mulliken atomic charge list, values in e, 4 entries: -0.776 -0.535 -0.295 -0.083